# 1
98
Properties=species:S:1:pos:R:3:forces:R:3:mulliken_charge:R:1 method="wB97M-V/def2-TZVPD" e_above_lowest_kcal_mol=21.9 gap_ev=7.1 total_energy_ev=-71502.477 homo_energy_ev=-15.92 e_lumo_ha=-0.324 total_charge=+3
W -0.1337 -0.9942 -0.5285 -1.1524 -0.0440 -1.9267 1.200
C -1.9470 -0.7855 0.6898 0.3307 0.5490 0.1881 -1.479
N -0.0237 -2.7967 0.2011 0.6354 0.7644 0.2207 0.255
C 0.6472 -3.0253 1.4829 0.0203 0.0508 -0.1661 -0.897
C 1.5949 -1.9061 1.6625 -0.0373 0.1870 -0.3790 -0.184
N 1.4095 -0.7647 1.0056 0.2583 0.0753 0.1110 0.042
C 2.5294 0.0452 1.3215 -0.4560 -0.1467 -0.0037 -0.002
C 2.8489 1.3548 0.9922 -0.0198 0.0166 0.0002 0.683
C 4.0127 1.8805 1.5169 0.0557 0.0492 -0.0206 -0.916
C 4.8535 1.1247 2.3489 0.0383 0.0685 0.0088 -0.692
C 4.5386 -0.1734 2.6937 0.0452 -0.1217 0.1312 -1.278
C 3.3578 -0.6811 2.1677 0.0554 -0.2057 0.0758 0.308
N 2.7321 -1.9192 2.3365 0.3805 0.1269 0.4494 0.111
C -1.7869 0.6736 0.7559 -0.2199 0.1414 0.2806 -0.435
N -0.6979 1.0990 0.1611 0.4554 -0.2982 -0.3101 0.646
C -0.6443 2.4901 0.3394 0.1861 -0.1056 -0.0609 0.137
C 0.2692 3.4607 -0.0689 0.0714 0.0893 -0.0691 0.461
C 0.0205 4.7718 0.2940 0.0367 0.0396 -0.0214 -1.210
C -1.1111 5.1232 1.0460 -0.0036 -0.0013 0.0155 -0.747
C -2.0289 4.1708 1.4430 -0.1326 0.0809 0.0243 -1.026
C -1.7726 2.8580 1.0680 -0.2025 -0.1760 0.2093 0.704
N -2.4760 1.6726 1.3142 -0.0551 0.3125 0.0214 -0.002
H -2.9005 -1.0832 0.2793 -0.1320 -0.2361 -0.2542 0.566
H -1.8626 -1.2092 1.6860 0.0828 -0.2022 0.1742 0.504
H -0.6227 -3.5677 -0.0227 -0.2852 -0.3113 -0.3290 0.097
H -0.0601 -3.0618 2.3084 -0.2183 0.0081 0.1741 0.447
H 1.1813 -3.9720 1.4809 0.0428 -0.1962 -0.0831 0.635
H 2.1961 1.9397 0.3711 0.0262 0.0366 -0.0461 0.086
H 4.2827 2.9060 1.2870 -0.0326 -0.1076 0.0257 0.582
H 5.7562 1.5745 2.7455 -0.0761 -0.0306 -0.0393 0.469
H 5.1674 -0.7551 3.3615 -0.0836 0.0841 -0.1140 0.492
H 3.0612 -2.6751 2.9161 0.0310 -0.0426 0.0412 0.283
H 1.1487 3.2176 -0.6558 -0.0526 0.0252 0.0366 0.002
H 0.7202 5.5467 -0.0015 -0.0799 -0.0811 0.0360 0.535
H -1.2648 6.1582 1.3238 0.0037 -0.0526 -0.0291 0.453
H -2.9112 4.4380 2.0156 0.1185 -0.0247 -0.0422 0.486
H -3.3370 1.5830 1.8286 -0.0321 -0.0008 0.0539 0.277
N -0.6663 2.0828 -2.5609 0.3785 0.1723 0.1052 1.091
C -1.4516 1.4378 -3.3587 -0.4234 -0.3551 -0.2579 0.342
C -2.4827 2.1179 -4.0634 0.0392 0.1159 0.0523 -1.256
C -3.2412 1.4455 -4.9546 -0.1464 -0.2144 -0.2076 -0.637
C -3.0643 0.0289 -5.2238 -0.3443 0.3323 -0.2087 -0.916
C -2.1566 -0.6648 -4.5490 0.2252 -0.1741 0.1993 -1.251
C -1.2362 -0.0358 -3.5457 0.3173 -0.1861 -0.1499 2.468
H -0.7976 3.0712 -2.3986 0.0836 0.0477 0.0753 0.412
H 0.0741 1.5971 -2.0600 -0.0108 0.0641 -0.0130 -1.634
H -2.6351 3.1793 -3.8875 0.0460 -0.1291 -0.0030 0.540
H -4.0084 1.9890 -5.4981 0.0418 -0.0928 0.0312 0.460
H -3.6805 -0.4546 -5.9735 0.0303 0.1253 0.0696 0.540
H -2.0179 -1.7212 -4.7435 0.0455 0.0421 0.0331 0.629
H -0.2423 -0.1044 -4.0386 0.0268 0.0943 -0.0143 -0.474
O 1.4630 0.1207 -1.6249 -0.2031 -0.2888 0.3371 -0.074
P 2.7716 0.1676 -2.4597 -0.1142 0.0018 0.0530 1.694
C 3.5098 1.7840 -2.3476 0.0084 0.1758 -0.1159 0.889
C 4.7921 1.9922 -1.8406 -0.0718 0.0440 0.1868 -0.809
C 5.3332 3.2710 -1.8331 0.0157 0.0259 0.0276 -0.860
C 4.6017 4.3433 -2.3244 0.0348 0.0413 -0.0016 -0.882
C 3.3195 4.1458 -2.8287 -0.0550 -0.0076 0.0010 -0.957
C 2.7778 2.8703 -2.8491 0.1942 0.0644 0.1464 -1.064
C 3.9495 -1.0898 -1.9874 -0.0293 -0.1409 0.1089 0.722
C 3.5558 -2.1740 -1.2042 0.5539 0.0585 -0.2110 -0.142
C 4.4505 -3.1951 -0.9215 0.0682 -0.0235 0.0068 -0.741
C 5.7452 -3.1405 -1.4222 -0.0034 -0.0431 0.0394 -0.820
C 6.1357 -2.0799 -2.2304 0.0206 0.0341 -0.0414 -0.935
C 5.2419 -1.0604 -2.5209 -0.0071 -0.0387 -0.1497 -0.920
C 2.4103 -0.1486 -4.1890 -0.0414 -0.1325 -0.0857 1.017
C 1.9136 -1.4235 -4.5054 -0.0170 0.0918 -0.0972 -0.364
C 1.6560 -1.7667 -5.8231 0.0007 0.0413 0.0291 -0.748
C 1.9085 -0.8437 -6.8399 -0.0294 -0.0956 0.0039 -0.754
C 2.4248 0.4070 -6.5365 0.0145 0.0458 -0.0027 -0.853
C 2.6855 0.7568 -5.2143 -0.0891 0.0009 -0.0164 -0.568
H 5.3597 1.1695 -1.4222 -0.0425 0.1075 -0.0452 0.620
H 6.3308 3.4305 -1.4405 -0.0640 -0.0169 -0.0315 0.499
H 5.0343 5.3380 -2.3239 -0.0425 -0.0891 0.0030 0.452
H 2.7567 4.9842 -3.2242 0.0460 -0.0687 0.0247 0.543
H 1.8011 2.7141 -3.2885 -0.0620 0.0095 -0.0044 0.539
H 2.5553 -2.2400 -0.8423 -0.5692 -0.0099 0.2373 0.278
H 4.1400 -4.0434 -0.3207 0.0186 0.0691 -0.0473 0.504
H 6.4479 -3.9342 -1.1962 -0.0525 0.0485 -0.0327 0.459
H 7.1358 -2.0544 -2.6486 -0.0876 0.0112 0.0523 0.487
H 5.5496 -0.2572 -3.1845 -0.0300 -0.0991 0.0697 0.594
H 1.7656 -2.1538 -3.7152 0.0105 0.0122 -0.0494 0.290
H 1.2857 -2.7574 -6.0671 0.0467 0.1019 0.0223 0.528
H 1.7258 -1.1161 -7.8747 0.0103 0.0289 0.1259 0.461
H 2.6424 1.1119 -7.3322 -0.0137 -0.0785 0.0947 0.486
H 3.1094 1.7289 -4.9916 -0.0045 -0.1237 -0.0791 0.428
C -1.0276 -0.8508 -2.2705 0.5662 0.1788 0.9233 1.657
C -1.6353 -2.2089 -2.2497 0.1987 -0.1127 0.4703 -0.659
C -3.0348 -2.3648 -2.1443 -0.0084 0.2077 0.1984 -0.196
C -3.6042 -3.6112 -2.1962 -0.0974 -0.2381 -0.0333 -0.945
C -2.7957 -4.7464 -2.3616 -0.0612 0.0230 0.0026 -0.741
C -1.4229 -4.6148 -2.4980 -0.0002 -0.0612 0.0108 -0.743
C -0.8477 -3.3500 -2.4542 -0.3425 -0.0855 -0.2457 0.292
H -3.6654 -1.4879 -2.0290 0.0602 -0.0392 0.0256 0.606
H -4.6798 -3.7179 -2.1115 0.0896 -0.0268 -0.0220 0.507
H -3.2511 -5.7301 -2.4070 0.0272 0.0965 0.0204 0.473
H -0.8013 -5.4892 -2.6593 -0.0691 0.0817 0.0201 0.520
H 0.2095 -3.2457 -2.6063 0.3112 0.0548 -0.0241 0.322

# 2
109
Properties=species:S:1:pos:R:3:forces:R:3:mulliken_charge:R:1 method="wB97M-V/def2-TZVPD" gap_ev=3.6 total_energy_ev=-108984.934 homo_energy_ev=-3.72 e_lumo_ha=-0.004 total_charge=-1
C 9.3916 -1.8936 0.0473 0.1214 -0.0797 -0.1165 -0.886
O 8.3632 -2.7614 -0.3782 -0.1792 -0.1095 0.0794 -0.272
B 8.1502 -3.9953 0.1967 0.1964 -0.0112 0.0541 1.052
O 9.2415 -4.7397 0.6395 -0.2568 -0.0378 -0.2548 -0.628
P 6.3156 -4.8087 0.3137 0.1416 -0.1937 0.3523 0.125
F 6.6070 -5.3534 1.9437 -0.0133 -0.0323 -0.0932 -0.532
C 4.6250 -5.7369 0.4114 -0.0040 -0.0588 0.0633 -1.073
O 3.7512 -5.3350 -0.6394 -0.0756 -0.2132 0.1364 -0.126
C 2.4042 -5.2671 -0.2650 -0.0596 0.1594 -0.0809 -0.198
O 1.6384 -4.8661 -1.3586 -0.0605 0.0311 0.1768 -0.525
C 1.9823 -3.5570 -1.8276 0.0317 0.0207 -0.0652 0.369
C 1.5347 -2.4357 -0.8927 0.1093 -0.1159 0.0306 -0.067
O 0.4870 -1.6824 -1.5213 -0.0069 0.0255 -0.0245 -0.552
P 5.9639 -4.1213 -1.8479 0.1099 0.1705 -0.0318 0.222
S 5.2866 -2.2761 -2.1907 0.1246 0.0547 -0.0251 -0.354
B 5.5441 -3.1507 1.1489 -0.0339 -0.0065 -0.0109 -0.125
N 4.1172 -2.8008 1.2586 0.3518 0.3462 0.1839 -0.046
O 6.4887 -2.3256 1.7978 -0.1193 0.0380 -0.1922 -0.686
H 8.9553 -0.9034 0.1971 0.0539 -0.0615 -0.0032 0.230
H 9.8445 -2.2311 0.9868 -0.0408 0.0535 -0.0752 0.337
H 10.1759 -1.8226 -0.7170 -0.0670 0.0295 0.0706 0.312
H 10.0286 -4.5299 0.1239 0.0877 0.1640 0.2335 0.262
H 6.9038 -6.0627 -0.2300 -0.0332 0.0421 -0.0533 -0.169
H 4.1869 -5.5168 1.3985 -0.0362 0.0180 -0.1347 0.337
H 4.8126 -6.8230 0.3559 -0.0260 0.1334 -0.0002 0.457
H 2.0161 -6.2458 0.0538 0.0863 0.0638 -0.1111 0.253
H 2.3178 -4.5452 0.5651 -0.0317 -0.1350 -0.0270 0.129
H 3.0593 -3.4923 -2.0083 -0.2480 0.0044 0.0572 -0.444
H 1.4566 -3.4359 -2.7784 0.0402 -0.0237 0.0836 0.285
H 1.1577 -2.8735 0.0404 0.0903 0.0392 -0.0556 0.383
H 2.3878 -1.7880 -0.6547 -0.0891 -0.0797 -0.0498 0.218
H 0.1662 -1.0564 -0.8663 -0.1215 0.0332 -0.0902 0.141
H 5.2612 -5.0869 -2.5949 0.0394 0.0285 -0.0065 0.026
H 7.2372 -4.2825 -2.4429 -0.0142 -0.0524 -0.0288 0.015
H 4.0380 -1.7979 1.4215 -0.0157 -0.0821 0.2212 0.102
H 3.6422 -3.2719 2.0216 -0.0990 -0.2020 -0.2398 0.240
H 6.5756 -2.6053 2.7154 0.0014 0.0758 -0.0123 0.273
C -0.6824 -0.0081 1.9185 -0.0300 -0.0175 0.0084 -0.449
C -0.2194 0.7081 0.8196 0.0622 0.0307 -0.0148 -0.963
C -1.0696 1.5537 0.1254 0.0138 -0.0207 0.0260 -0.503
C -2.3924 1.6891 0.5313 0.0111 0.0135 -0.0265 0.300
C -2.8598 0.9654 1.6303 -0.0223 -0.0531 -0.0134 0.155
C -2.0009 0.1188 2.3225 0.0402 -0.0170 -0.0088 -0.659
C -4.2778 1.0697 2.0741 -0.0455 0.0965 0.0077 0.485
O -4.6858 0.4686 3.0459 0.0512 -0.1059 -0.0054 -0.689
C -5.1808 1.9708 1.3027 -0.0004 0.0041 0.0313 0.443
C -6.5096 2.0853 1.6980 -0.0296 0.0286 -0.0236 -0.666
C -7.3610 2.9410 1.0195 0.0030 -0.0271 0.0164 -0.451
C -6.8894 3.6832 -0.0582 0.0313 0.0040 -0.0088 -0.581
C -5.5676 3.5721 -0.4565 -0.0328 0.0163 0.0120 -0.606
C -4.7077 2.7169 0.2231 0.0041 0.0023 -0.0294 0.229
C -3.2843 2.6224 -0.2172 -0.0047 -0.0040 0.0267 0.527
O -2.8683 3.2876 -1.1401 -0.0068 -0.0127 -0.0053 -0.663
H -0.0129 -0.6703 2.4522 -0.0009 0.0047 -0.0084 0.493
H 0.8129 0.6047 0.5058 0.0017 0.0285 0.0171 0.714
H -0.7263 2.1145 -0.7336 -0.0092 0.0055 0.0118 0.506
H -2.3856 -0.4356 3.1680 -0.0105 0.0069 -0.0138 0.511
H -6.8525 1.5031 2.5432 0.0146 -0.0025 -0.0103 0.545
H -8.3926 3.0352 1.3330 0.0135 0.0134 0.0079 0.427
H -7.5560 4.3537 -0.5852 0.0027 -0.0082 0.0048 0.404
H -5.1798 4.1436 -1.2891 0.0071 -0.0160 0.0069 0.481
C -11.4603 4.4373 8.3088 0.0228 -0.0197 0.0085 -0.477
C -11.5506 5.1212 7.1008 0.0209 0.0033 -0.0215 -0.489
C -10.5147 5.0531 6.1847 -0.0373 0.0012 0.0168 -0.527
C -9.3796 4.3041 6.4742 -0.0047 0.0084 -0.0252 0.245
C -9.2857 3.6246 7.6885 0.0070 -0.0018 0.0245 0.116
C -10.3316 3.6909 8.6023 -0.0340 0.0195 -0.0004 -0.569
C -8.0733 2.8248 8.0374 -0.0094 0.0097 -0.0221 0.610
O -8.0036 2.2244 9.0884 0.0061 0.0076 0.0050 -0.665
C -6.9596 2.7987 7.0488 0.0019 -0.0273 0.0141 0.269
C -5.8061 2.0846 7.3542 0.0193 -0.0280 -0.0328 -0.675
C -4.7624 2.0326 6.4452 -0.0380 0.0074 0.0280 -0.734
C -4.8636 2.6982 5.2294 -0.0046 0.0494 -0.0166 -0.366
C -6.0075 3.4146 4.9205 0.0378 -0.0142 -0.0225 -0.693
C -7.0609 3.4655 5.8258 0.0096 0.0280 -0.0095 0.311
C -8.2823 4.2371 5.4637 -0.0074 -0.0223 0.0257 0.488
O -8.3888 4.7887 4.3885 0.0001 -0.0050 -0.0100 -0.671
H -12.2733 4.4884 9.0216 0.0063 0.0031 -0.0057 0.396
H -12.4322 5.7074 6.8755 0.0040 -0.0089 0.0019 0.399
H -10.5652 5.5730 5.2374 0.0115 -0.0116 0.0059 0.481
H -10.2393 3.1519 9.5356 0.0128 0.0043 -0.0118 0.474
H -5.7500 1.5708 8.3044 -0.0132 0.0096 -0.0071 0.479
H -3.8702 1.4661 6.6780 -0.0044 0.0098 -0.0016 0.418
H -4.0502 2.6499 4.5183 0.0025 0.0055 0.0315 0.550
H -6.1065 3.9332 3.9758 -0.0026 0.0100 0.0228 0.611
C 5.1532 0.6609 -11.0442 -0.0242 -0.0101 0.0149 -0.467
C 6.3374 1.0337 -10.4159 0.0038 0.0027 0.0289 -0.458
C 6.4249 1.0194 -9.0344 0.0131 -0.0116 -0.0432 -0.568
C 5.3273 0.6353 -8.2717 0.0233 -0.0127 0.0115 0.204
C 4.1392 0.2696 -8.9005 -0.0237 0.0110 -0.0105 0.199
C 4.0572 0.2806 -10.2890 0.0283 0.0090 -0.0287 -0.556
C 2.9345 -0.1257 -8.1074 0.0351 0.0008 0.0128 0.592
O 1.9062 -0.4459 -8.6684 -0.0112 0.0107 -0.0048 -0.683
C 3.0506 -0.1030 -6.6269 -0.0236 -0.0033 -0.0179 0.368
C 1.9395 -0.4370 -5.8631 0.0248 0.0047 0.0345 -0.824
C 2.0215 -0.4317 -4.4792 -0.0900 -0.0425 -0.0217 -0.438
C 3.2169 -0.1065 -3.8522 0.0452 0.0101 -0.0269 -0.538
C 4.3332 0.2226 -4.6065 -0.0443 0.0262 0.0189 -0.910
C 4.2523 0.2370 -5.9930 0.0261 0.0121 0.0015 0.332
C 5.4545 0.6200 -6.7794 -0.0351 -0.0090 -0.0202 0.599
O 6.5027 0.9224 -6.2513 0.0009 0.0319 0.0067 -0.669
H 5.0880 0.6679 -12.1250 0.0022 0.0033 0.0072 0.387
H 7.1930 1.3341 -11.0075 -0.0059 -0.0074 0.0016 0.389
H 7.3362 1.2990 -8.5228 -0.0152 -0.0079 0.0083 0.471
H 3.1253 -0.0121 -10.7540 0.0015 0.0047 0.0182 0.464
H 1.0211 -0.7034 -6.3690 0.0170 0.0032 -0.0057 0.452
H 1.1577 -0.7056 -3.8863 0.0334 -0.0056 0.0620 0.536
H 3.2903 -0.1318 -2.7733 -0.0063 -0.0443 -0.0016 0.582
H 5.2763 0.4544 -4.1312 -0.0003 -0.0204 -0.0123 0.480